1.
The following is a quantum chemistry calculation of C7H7BrN2O in the gas phase, from OMol25.

Structure (XYZ):
```
18
Properties=species:S:1:pos:R:3:forces:R:3
H 1.854332 0.216325 -0.435778 1.078 -0.605 -0.350
H 1.170256 1.223020 -2.678944 -0.126 -0.200 0.338
C -0.901746 1.178033 -2.103859 -2.709 -1.533 -1.331
N 1.073675 0.336113 2.044977 0.152 2.242 2.006
C 0.449797 -0.761010 1.443311 -0.820 -2.620 -1.385
C -1.371907 0.293808 0.123388 -0.858 0.450 -3.505
H -1.962345 0.235793 0.972472 -1.315 -0.441 1.346
H 2.331507 -1.637371 1.701265 -1.654 -0.420 -1.137
O 0.276639 1.026869 2.651518 1.032 -0.408 -0.197
C -0.083553 -0.139025 0.161307 -0.106 -0.195 1.583
H -2.943440 1.096203 -1.197705 1.142 -0.384 -0.147
H -1.411457 1.415755 -3.120339 1.560 0.200 1.737
H -0.350734 -1.180562 2.107851 0.602 0.297 -0.609
C -1.867010 0.805532 -1.119453 1.108 1.021 1.298
C 0.847150 0.238071 -0.754452 -0.075 1.168 -1.613
N 1.495554 -1.755161 1.038780 1.751 2.039 1.823
Br 0.939977 -3.480533 1.091695 -0.431 -1.007 0.116
C 0.453306 0.888136 -1.926036 -0.334 0.395 0.027
```
Forces are in eV/Å.

Computed properties:
Frontier orbital gap = 8.68 eV
Highest occupied orbital energy = -9.301 eV
Net charge = 0
Spin multiplicity = 1


2.
The following is a quantum chemistry calculation of a 2-piece molecular cluster, C7H7BrS overall, from OMol25.

Structure (XYZ):
```
16
Properties=species:S:1:pos:R:3:forces:R:3
C 1.218433 1.894100 0.666406 -0.682 -0.943 -0.810
H -0.826955 -2.121632 -0.788668 1.859 -0.612 0.248
C 1.824442 0.786890 1.192115 1.549 1.856 2.762
C 0.534023 -0.639256 -0.084849 -1.648 -1.330 -0.879
S 1.337942 -3.179128 -0.279110 1.723 -2.591 0.167
H 1.615241 2.846630 0.884216 -0.047 1.041 0.327
H -0.794677 0.305674 -1.518272 -0.490 -0.136 0.421
C 1.455548 -0.466684 0.894586 0.746 0.200 -0.456
C -0.198303 0.448268 -0.623099 0.720 -1.379 -0.718
H -0.341548 2.580754 -0.527015 -0.425 0.328 -0.786
H 1.998197 -1.290751 1.263403 0.320 -0.860 0.742
C 0.262671 -2.014702 -0.434818 -4.395 2.797 -1.349
Br -4.763395 -0.651104 -1.034114 0.804 0.313 0.249
H -6.009044 -1.132426 -1.410576 -0.779 -0.309 -0.244
C 0.165083 1.688514 -0.238257 0.773 1.721 1.142
H 2.522342 0.944853 2.038050 -0.028 -0.097 -0.817
```
Forces are in eV/Å.

Computed properties:
⟨S²⟩ = 2.018
Frontier orbital gap (spin up / spin down) = 7.29 / 6.62 eV
Highest occupied orbital energy (spin up / spin down) = -6.610 / -9.067 eV
Net charge = 0
Spin multiplicity = 3


3.
The following is a quantum chemistry calculation of C7H7Cl2NO in the gas phase, from OMol25.

Structure (XYZ):
```
18
Properties=species:S:1:pos:R:3:forces:R:3
O 1.536743 -0.252400 0.594230 -1.005 -0.718 0.180
H 2.747139 2.517358 1.109771 0.474 0.715 -0.400
C 2.000481 0.675739 1.344832 1.111 -1.207 0.952
C 1.852042 1.993925 0.850639 -2.306 1.263 -0.942
Cl -2.799235 1.830927 -0.214973 -0.432 0.330 0.158
Cl -3.730799 -1.206100 0.505536 0.320 0.178 -0.218
C -1.215774 -1.790256 -0.245765 -2.026 -1.397 -1.330
N -0.468371 0.804792 -0.490391 0.306 0.963 0.811
C 0.597122 -0.172598 -0.547422 0.432 0.669 -2.451
H -1.542749 -2.856396 -0.201614 0.180 1.014 0.233
C 0.162575 -1.581087 -0.695383 0.710 -2.156 1.797
H 1.042556 2.430333 1.466515 0.316 0.046 0.150
H 1.375558 2.015061 -0.164762 1.181 0.622 0.446
C -2.127200 -0.828379 -0.066546 -0.030 -0.722 1.006
C -1.675526 0.552593 -0.200142 1.387 -0.758 -0.894
H 1.140678 0.058092 -1.518855 -0.084 0.283 1.536
H 0.654615 -2.208736 0.171996 0.057 0.989 -1.975
H 0.450150 -1.982871 -1.697670 -0.589 -0.115 0.941
```
Forces are in eV/Å.

Computed properties:
Frontier orbital gap = 7.59 eV
Highest occupied orbital energy = -7.921 eV
Net charge = 0
Spin multiplicity = 1


4.
The following is a quantum chemistry calculation of C7H7F2OP in the gas phase, from OMol25.

Structure (XYZ):
```
18
Properties=species:S:1:pos:R:3:forces:R:3
H 0.115079 -0.376040 2.012215 -0.099 0.496 0.543
H 1.740618 1.379372 -2.262898 -0.656 -0.004 0.830
H 0.509522 2.928197 -0.571557 0.438 0.045 -0.233
H 1.656688 -1.127651 -1.855446 0.341 0.988 0.711
C 1.418336 -0.376595 -1.064292 -1.553 -3.209 1.514
O -1.485930 -0.440659 0.814312 0.327 -0.775 1.135
F -2.519898 -0.216790 -1.216607 -0.495 0.485 -0.506
C 0.052076 1.367990 0.719780 -1.083 0.867 2.831
H -0.442484 2.065424 1.443672 0.642 -0.581 -0.710
C 0.909418 -2.237910 0.439062 -1.435 -0.332 1.844
H 1.437357 -2.962361 -0.078440 1.028 -1.149 -0.932
H 0.286130 -2.515810 1.277066 0.151 -0.624 0.112
C -0.130804 -0.049320 1.007970 2.321 -1.716 -0.725
F -3.826442 0.029561 0.790394 0.984 0.453 -0.478
C 0.655946 1.873373 -0.386408 1.185 -0.947 -3.255
C 1.249289 1.000947 -1.339374 0.132 3.427 0.098
C 0.817171 -0.950705 0.125104 -0.143 3.138 -2.185
P -2.442075 0.608969 0.145444 -2.084 -0.561 -0.595
```
Forces are in eV/Å.

Computed properties:
⟨S²⟩ = 2.033
Frontier orbital gap (spin up / spin down) = 7.40 / 7.68 eV
Highest occupied orbital energy (spin up / spin down) = -6.473 / -10.053 eV
Net charge = 0
Spin multiplicity = 3


5.
The following is a quantum chemistry calculation of C7H7I2N5Rh as an isolated structure, from OMol25.

Structure (XYZ):
```
22
Properties=species:S:1:pos:R:3:forces:R:3
N 0.752571 2.022685 0.102910 -1.312 -1.916 -0.143
H 3.253828 4.241948 0.331413 -0.104 -0.100 -0.010
I 0.985918 -2.073456 -1.739336 -0.258 0.388 1.617
C 1.355112 -3.315260 0.009956 0.250 -0.452 0.004
C -0.283336 2.864183 0.052682 -0.288 0.984 0.004
H -0.816182 5.003022 0.069762 0.076 -0.180 0.001
N -1.835202 0.944229 -0.102834 1.899 -0.662 0.111
N 1.216686 4.617374 0.200348 0.689 2.584 0.112
N -2.754450 2.952151 -0.115617 1.436 1.361 0.133
C 1.992089 2.449107 0.199197 1.104 -0.249 0.070
H 2.426217 -3.540230 0.078147 -0.259 0.238 -0.012
H 2.807686 1.731688 0.237355 -0.144 0.011 -0.010
Rh -0.000015 -0.250757 -0.006338 -0.567 1.708 0.013
N -3.697574 2.039037 -0.203728 0.191 -1.524 -0.025
C -0.018317 4.259412 0.106106 -0.760 -1.648 -0.094
C -1.618257 2.303157 -0.053647 -0.965 0.380 -0.057
H 0.758456 -4.232045 -0.054312 -0.016 0.335 0.007
I 0.745009 -2.161513 1.751984 -0.034 0.468 -1.615
H -4.682559 2.313650 -0.264804 0.272 -0.132 0.016
C -3.157125 0.818436 -0.197186 -0.828 -0.383 -0.067
C 2.246938 3.836984 0.251764 -0.237 -1.266 -0.048
H -3.692487 -0.115983 -0.257642 -0.144 0.055 -0.009
```
Forces are in eV/Å.

Computed properties:
Frontier orbital gap (spin up / spin down) = 4.50 / 4.54 eV
Highest occupied orbital energy (spin up / spin down) = -19.427 / -19.451 eV
Net charge = +3
Spin multiplicity = 1


6.
The following is a quantum chemistry calculation of a 2-piece molecular cluster, C7H7N overall, from OMol25.

Structure (XYZ):
```
15
Properties=species:S:1:pos:R:3:forces:R:3
H 0.847972 0.041472 -2.005017 -0.791 -0.360 0.377
H 2.759376 -1.705232 3.232002 -0.445 -0.513 -0.246
C -0.019569 -0.210171 -1.363201 0.727 -1.242 -2.802
H 1.803528 -3.043279 -2.339762 -0.345 -0.013 2.174
C 2.217625 -2.050887 1.089834 -0.888 -0.603 2.058
H 0.710639 -0.294071 2.267542 2.739 -1.472 0.668
H -0.978078 -0.533459 2.315695 0.037 -0.117 0.245
C -0.368286 0.658050 0.836092 -1.058 2.151 2.535
C 1.765304 -2.437110 -0.118396 0.877 -0.299 -0.779
C 1.753650 -2.888471 -1.222467 -0.061 -0.248 -3.467
N -0.025191 0.185567 -0.182175 0.024 0.065 -0.976
C -0.171598 0.197892 2.196740 -2.633 0.854 0.481
C 2.343659 -2.047199 2.294168 1.234 1.223 0.278
H -0.794123 -0.941387 -1.640318 0.491 0.516 -0.205
H -0.314099 0.940016 2.985829 0.094 0.058 -0.343
```
Forces are in eV/Å.

Computed properties:
Frontier orbital gap = 7.72 eV
Highest occupied orbital energy = -7.217 eV
Net charge = 0
Spin multiplicity = 1


7.
The following is a quantum chemistry calculation of a 2-piece molecular cluster, C7H7N2O2 overall, from OMol25.

Structure (XYZ):
```
18
Properties=species:S:1:pos:R:3:forces:R:3
H -1.451361 1.927591 -1.365862 0.320 -0.602 2.184
N -0.243923 0.989093 0.201006 -2.243 0.687 4.234
C 2.214149 0.129560 0.005479 1.056 -0.327 -1.529
H -0.000655 -3.517927 -1.438568 -0.456 -0.772 0.089
H 0.399268 -2.301285 -2.697555 0.085 0.580 1.282
H -2.167338 1.742892 2.790795 0.117 -0.449 -0.534
O 2.556037 0.347930 1.151846 0.139 0.432 2.113
C -0.536045 0.863174 1.566801 0.126 -0.718 0.598
H 0.672244 0.609045 -1.480387 0.650 -0.028 -0.303
H 0.004892 0.156801 2.194492 0.250 0.670 -0.245
C 0.170721 -2.476848 -1.616782 0.232 0.349 -0.441
C -1.722436 1.505416 1.817392 0.808 0.238 0.558
C 0.139125 -1.697562 -0.543541 1.515 3.257 -2.167
N -2.208152 2.054066 0.658740 0.358 -0.603 -0.409
C 0.820199 0.399389 -0.430940 -2.950 -4.087 -2.824
O 2.868943 -0.319012 -0.960065 0.303 0.025 -0.051
C -1.346853 1.650084 -0.240837 -0.088 1.705 -4.022
H -0.168818 -2.062410 0.387993 -0.221 -0.356 1.469
```
Forces are in eV/Å.

Computed properties:
Frontier orbital gap = 8.44 eV
Highest occupied orbital energy = -4.669 eV
Net charge = -1
Spin multiplicity = 1


8.
The following is a quantum chemistry calculation of C7H7N2O3 as an isolated structure, from OMol25.

Structure (XYZ):
```
19
Properties=species:S:1:pos:R:3:forces:R:3
H 0.947773 3.240878 1.364475 -0.890 -0.822 1.144
C -0.308988 -2.485842 -0.295561 -0.987 -0.168 -0.604
C -0.309141 0.189315 0.068190 -1.192 2.723 1.179
H 0.673127 2.176692 -0.550321 -1.575 -0.510 0.747
C -1.268516 -1.683459 -1.013762 -0.740 0.164 0.600
H -0.222374 2.066053 2.365386 -0.297 0.797 0.348
N 0.934059 -0.499121 -0.272425 1.332 0.266 -0.162
C -0.123519 1.862255 0.226617 1.020 -2.902 -3.041
H -0.930984 -0.028690 0.992766 0.999 -0.704 -1.008
O -2.371987 -1.958615 -1.428069 -0.411 -1.313 -0.028
C 0.445755 2.240535 1.534069 0.304 1.110 -0.409
O 1.803566 -2.422062 0.843894 0.369 -0.315 0.165
O 0.866093 -0.360130 -2.742682 0.615 -0.483 0.646
C 0.420496 -0.429234 -1.634855 0.398 0.835 -0.549
H -1.088316 2.262729 -0.008313 -0.497 0.485 -0.233
C 0.898527 -1.995873 0.174231 -0.737 1.668 -0.471
N -0.941597 -0.248603 -1.245148 0.722 0.951 1.017
H 1.207056 1.537782 1.668275 1.730 -0.974 0.528
H -0.631030 -3.464611 -0.046770 -0.163 -0.808 0.131
```
Forces are in eV/Å.

Computed properties:
Frontier orbital gap = 8.06 eV
Highest occupied orbital energy = -4.441 eV
Net charge = -1
Spin multiplicity = 1